# 1
ORCA calculation (ωB97M-V/def2-TZVPD) on a 10-piece molecular cluster, C8H36O14 overall in a non-equilibrium geometry.

SMILES: OCCO.OCCO.OCCO.OCCO.O.O.O.O.O.O
Energy above the lowest of the compared OMol25 structures with the same formula, charge and spin in kJ/mol: 220.5
Lowest unoccupied orbital energy in Ha: 0.00252
Orbital gap in Ha: 0.370

```
58
Properties=species:S:1:pos:R:3:forces:R:3
O -29.047000 -12.624000 -1.746000 -0.472 1.236 -0.114
H -29.735000 -13.049000 -2.261000 -0.617 0.277 -0.849
H -28.736000 -13.372000 -1.281000 1.052 -0.951 0.898
O -32.887000 -10.408000 2.816000 0.041 0.765 1.303
H -32.533000 -9.721000 2.249000 0.099 0.453 -0.202
H -33.072000 -11.155000 2.279000 -0.217 -1.041 -0.489
O -29.761000 -11.294000 2.065000 1.283 -0.003 -1.322
H -29.429000 -10.779000 2.776000 0.577 0.702 1.097
H -30.574000 -11.629000 2.378000 -2.010 -0.611 0.553
O -31.678000 -8.184000 -1.127000 0.972 0.467 -0.176
H -30.979000 -7.602000 -1.467000 -0.727 0.515 -0.501
H -31.029000 -8.810000 -0.764000 0.059 -1.372 -0.020
O -31.449000 -8.400000 1.600000 -0.079 0.133 0.468
H -30.594000 -8.788000 1.724000 0.772 -0.481 0.761
H -31.339000 -8.116000 0.697000 -0.844 0.736 -0.716
O -29.726000 -10.015000 -0.388000 -0.269 1.452 1.777
H -29.747000 -10.759000 -0.965000 0.205 -1.387 -0.750
H -29.792000 -10.359000 0.544000 0.199 -0.142 -1.204
C -30.086000 -15.095000 2.821000 0.780 0.585 1.483
C -28.590000 -14.712000 3.202000 -0.791 -1.463 1.787
O -28.314000 -14.418000 4.611000 -2.442 -2.030 -1.168
O -30.108000 -15.063000 1.433000 1.071 -0.097 -2.569
H -30.844000 -14.397000 3.231000 0.578 -0.057 -0.276
H -30.441000 -16.097000 3.083000 0.632 0.045 0.803
H -28.263000 -13.820000 2.696000 -0.213 -0.009 -1.006
H -28.056000 -15.657000 2.919000 0.181 0.977 0.000
H -27.603000 -13.831000 4.583000 1.749 1.439 0.209
H -29.239000 -15.411000 1.062000 -1.501 0.629 0.843
C -32.896000 -11.274000 -0.323000 0.114 -0.072 -0.265
C -32.137000 -12.470000 0.263000 -0.032 -0.210 -0.553
O -32.430000 -12.799000 1.604000 -1.184 1.382 0.031
O -32.421000 -11.117000 -1.673000 0.113 -1.122 0.483
H -32.665000 -10.347000 0.239000 -0.321 -0.574 -0.207
H -33.981000 -11.419000 -0.448000 0.281 -0.111 0.840
H -31.083000 -12.351000 0.190000 1.066 0.974 -0.225
H -32.242000 -13.366000 -0.316000 -0.864 -0.480 -0.868
H -31.930000 -13.573000 1.748000 0.702 -1.507 0.541
H -32.396000 -10.188000 -1.823000 0.189 1.311 -0.493
C -30.402000 -15.993000 -1.849000 0.426 1.182 0.751
C -29.331000 -15.929000 -2.887000 -0.109 -0.953 2.144
O -28.179000 -15.375000 -2.281000 1.604 0.979 0.214
O -30.108000 -16.890000 -0.843000 0.310 -0.424 4.187
H -31.312000 -16.316000 -2.203000 -2.332 -0.134 -1.600
H -30.502000 -15.055000 -1.310000 -0.291 0.859 -0.781
H -29.707000 -15.351000 -3.716000 0.427 0.406 -0.366
H -29.117000 -16.970000 -3.164000 0.051 0.232 -0.371
H -28.076000 -15.316000 -1.292000 -1.029 -0.927 -1.718
H -30.468000 -16.463000 0.030000 0.883 -1.515 -2.358
C -31.668000 -13.064000 -4.593000 0.639 2.367 0.245
C -30.808000 -11.988000 -5.243000 -1.841 0.572 -0.780
O -31.106000 -12.083000 -6.633000 1.822 -0.099 -0.703
O -31.279000 -13.086000 -3.277000 -0.455 -0.650 2.289
H -31.431000 -13.977000 -4.982000 0.729 -2.499 -1.433
H -32.748000 -12.947000 -4.742000 0.090 0.434 0.061
H -29.744000 -11.994000 -4.967000 -0.154 -0.988 -0.761
H -31.061000 -10.988000 -4.890000 -0.553 0.154 0.271
H -31.982000 -11.785000 -6.854000 -0.412 0.303 0.350
H -31.838000 -12.474000 -2.785000 0.066 0.345 0.454
```
Positions in Å, forces in eV/Å.

# 2
ORCA calculation (ωB97M-V/def2-TZVPD) on a 2-piece molecular cluster, C5H13N3O overall.

Energy above the lowest of the compared OMol25 structures with the same formula, charge and spin in kJ/mol: 285.5
Lowest unoccupied orbital energy in Ha: 0.01033
Orbital gap in Ha: 0.271

```
22
Properties=species:S:1:pos:R:3:forces:R:3
C -1.057355 -0.212339 1.230233 -0.349 0.411 -0.593
C -1.074207 -0.933657 -1.507244 0.034 0.145 -0.049
C -0.675589 -1.515378 1.944177 0.145 0.040 -0.099
C -1.149636 0.407705 -0.801718 0.494 -0.377 0.505
O -2.133992 1.131813 -0.892328 0.088 0.130 0.122
H -2.137548 -0.188129 1.111806 0.003 0.023 -0.038
H -0.789031 0.682081 1.801961 0.010 -0.014 0.080
H -0.133775 -1.452946 -1.331673 0.002 -0.031 0.032
H -1.905820 -1.546425 -1.163161 0.036 0.016 0.048
H -1.198461 -0.765934 -2.581185 0.023 -0.001 0.023
H -1.337998 -1.736360 2.789809 0.043 0.051 -0.098
H -0.731559 -2.368501 1.260386 -0.025 -0.017 0.033
H 0.342016 -1.497979 2.348837 0.016 -0.025 -0.018
C 1.381610 1.012272 -0.570609 -0.403 0.394 0.221
N 1.533162 -0.084112 0.165687 -0.558 -0.170 0.212
N 2.385254 1.927410 -0.723186 -0.085 -0.207 -0.075
N 0.179468 1.236541 -1.070178 -0.038 -0.285 0.203
H 0.550356 -0.320787 0.587553 0.744 0.052 -0.417
H 2.369379 -0.186295 0.719364 -0.075 0.017 -0.047
H 2.317871 2.578878 -1.488111 -0.022 -0.070 0.035
H 3.320927 1.655082 -0.471406 -0.070 -0.015 -0.016
H -0.055072 2.177061 -1.359012 -0.016 -0.069 -0.065
```
Positions in Å, forces in eV/Å.

HOMO values (in eV) by entry order: -10.00, -7.09.
E values (in eV) by entry order: -37541.617, -11911.658.